Density functional theory data (the ωB97M-V functional and the def2-TZVPD basis) for a structure of composition C8H10FN.

CARTESIAN COORDINATES (ANGSTROEM)
C -0.78 1.15 1.81
C 0.47 0.53 1.88
C -1.58 1.07 0.72
C 0.97 -0.07 0.67
C -1.19 0.42 -0.48
C 0.07 -0.14 -0.44
C 2.31 -0.75 0.59
C -2.14 0.14 -1.59
N 0.80 -1.06 -1.85
F 1.90 -0.43 -2.43
H -1.17 1.65 2.69
H 1.07 0.32 2.75
H -2.64 1.61 0.69
H 2.55 -1.07 1.66
H 2.43 -1.56 -0.15
H 3.05 0.00 0.33
H -2.69 0.96 -2.10
H -1.57 -0.48 -2.26
H -2.96 -0.43 -1.29
H 1.11 -1.87 -1.23

Results
**E_LUMO**: 0.868 eV
**Energy relative to the best compared isomer or geometry (same formula, charge and spin)**: 104.4 kcal per mole
**Total charge**: 0